Entry 1:
{
  "formula": "C20H22ClNO4",
  "method": "ωB97M-V/def2-TZVPD",
  "symbols": ["O", "C", "C", "C", "C", "C", "Cl", "C", "C", "C", "C", "C", "C", "O", "C", "C", "O", "C", "N", "C", "C", "O", "C", "C", "C", "C", "H", "H", "H", "H", "H", "H", "H", "H", "H", "H", "H", "H", "H", "H", "H", "H", "H", "H", "H", "H", "H", "H"],
  "positions_angstrom": [[2.76330, -3.32595, -1.56666], [1.56233, -3.30127, -1.75277], [0.93859, -4.08232, -2.85602], [-0.29616, -4.70996, -2.70740], [-0.82598, -5.46307, -3.73793], [-0.12302, -5.58244, -4.92802], [-0.79329, -6.50885, -6.22146], [1.11377, -4.97519, -5.08892], [1.64337, -4.23924, -4.04740], [0.65522, -2.50378, -0.89887], [-0.54939, -1.97474, -1.36695], [-1.34118, -1.21358, -0.53883], [-0.96270, -0.96107, 0.78442], [-1.85185, -0.23564, 1.50935], [-1.53742, 0.17461, 2.81853], [-0.56825, 1.37593, 2.85267], [-0.29553, 1.72943, 4.19063], [-1.20033, 2.57356, 2.13489], [-0.19443, 3.46153, 1.58892], [0.45206, 4.26965, 2.61117], [1.57384, 5.08104, 1.96686], [1.08084, 5.91578, 0.94399], [0.42295, 5.15207, -0.03767], [-0.72654, 4.33847, 0.55911], [0.24648, -1.47336, 1.24981], [1.04280, -2.22470, 0.40945], [-0.83365, -4.62918, -1.77434], [-1.77801, -5.95721, -3.62316], [1.65314, -5.08548, -6.01643], [2.60980, -3.76818, -4.14492], [-0.85064, -2.13915, -2.39064], [-2.27151, -0.79480, -0.88862], [-1.13492, -0.65787, 3.41127], [-2.49032, 0.48057, 3.25990], [0.36078, 1.11671, 2.32282], [0.13371, 0.99289, 4.64016], [-1.87266, 3.08347, 2.84431], [-1.79312, 2.18710, 1.30263], [0.85831, 3.61358, 3.37968], [-0.26903, 4.95921, 3.08468], [2.04502, 5.73922, 2.69868], [2.32607, 4.39237, 1.55324], [0.04957, 5.86078, -0.77920], [1.13631, 4.46281, -0.51470], [-1.18524, 3.73146, -0.22461], [-1.48574, 5.03001, 0.96599], [0.57879, -1.29528, 2.26026], [1.98383, -2.61991, 0.76208]],
  "nbo_charge": [-0.54, 0.56, -0.18, -0.11, -0.26, -0.02, 0.02, -0.24, -0.14, -0.20, -0.16, -0.26, 0.32, -0.49, -0.08, 0.06, -0.72, -0.24, -0.44, -0.26, -0.07, -0.52, -0.07, -0.25, -0.27, -0.13, 0.22, 0.23, 0.23, 0.23, 0.23, 0.23, 0.17, 0.20, 0.18, 0.47, 0.18, 0.22, 0.22, 0.17, 0.19, 0.16, 0.19, 0.17, 0.20, 0.17, 0.21, 0.23],
  "e_homo_ev": -8.82,
  "energy_ha": -1591.2050,
  "e_above_lowest_kcal_mol": 54.1,
  "smiles": "O=C(c1ccc(Cl)cc1)c1ccc(OC[C@H](O)CN2CCOCC2)cc1"
}

=====

Entry 2:
{
  "formula": "C22H28BaN6O7S2",
  "method": "ωB97M-V/def2-TZVPD",
  "symbols": ["Ba", "O", "S", "O", "N", "C", "O", "C", "C", "C", "C", "C", "C", "H", "H", "H", "H", "C", "C", "C", "C", "N", "N", "H", "H", "H", "H", "H", "H", "H", "H", "H", "H", "H", "H", "S", "C", "N", "C", "C", "C", "N", "H", "H", "H", "H", "H", "H", "H", "H", "O", "C", "O", "C", "C", "C", "C", "C", "C", "N", "O", "O", "H", "H", "H", "H"],
  "positions_angstrom": [[-1.14090, 0.93534, 0.68036], [1.68296, 3.31297, 2.99638], [0.65141, 2.33427, 3.17090], [-0.67308, 2.73491, 2.68604], [0.97570, 0.88573, 2.50364], [0.85659, -0.12006, 3.42024], [0.89469, -1.30441, 3.13336], [0.64313, 0.40395, 4.81181], [0.55504, -0.32455, 5.98558], [0.35123, 0.37005, 7.17066], [0.23500, 1.75635, 7.17957], [0.31653, 2.48747, 6.00075], [0.51984, 1.77652, 4.83732], [0.64296, -1.40202, 5.96340], [0.28050, -0.17200, 8.10422], [0.07783, 2.27178, 8.11760], [0.22494, 3.56452, 5.99794], [2.25696, 4.44044, -2.79285], [1.45370, 4.61470, -1.50718], [2.37516, 4.41737, -0.29797], [0.81069, 5.99660, -1.47551], [0.39330, 3.59116, -1.57429], [-0.49196, 3.55530, -0.45388], [3.09092, 5.14263, -2.82002], [1.62410, 4.60884, -3.66387], [2.66567, 3.42909, -2.85468], [3.15200, 5.18325, -0.28496], [2.86013, 3.43978, -0.34420], [1.85239, 4.48575, 0.65853], [1.57595, 6.76738, -1.57235], [0.28444, 6.17589, -0.53606], [0.10291, 6.10369, -2.29829], [0.84528, 2.68262, -1.62515], [-1.27730, 4.16487, -0.64767], [-0.04292, 3.90836, 0.39055], [1.24257, 0.25245, -1.52872], [2.18430, -1.04449, -0.97581], [2.67141, -1.91859, -1.86789], [3.42258, -3.11804, -1.52313], [3.10144, -3.52466, -0.09490], [3.27210, -2.32066, 0.81370], [2.46718, -1.21724, 0.30798], [2.40181, -1.74887, -2.82154], [4.49589, -2.93595, -1.63329], [3.14394, -3.90386, -2.22487], [3.76153, -4.33073, 0.22189], [2.07248, -3.88427, -0.03558], [4.32508, -2.02343, 0.85265], [2.93486, -2.52845, 1.82597], [2.10264, -0.53650, 0.96398], [-3.38441, 0.25036, -0.61467], [-4.03211, 0.09206, 0.44968], [-3.50190, 0.03060, 1.57740], [-5.53935, -0.05986, 0.38448], [-6.26880, -0.22869, 1.55541], [-7.64398, -0.37552, 1.50737], [-8.26120, -0.34979, 0.26822], [-7.56196, -0.18306, -0.91490], [-6.18628, -0.03738, -0.84490], [-9.71989, -0.50900, 0.20604], [-10.24918, -0.48571, -0.88971], [-10.31913, -0.66315, 1.25497], [-5.73836, -0.24435, 2.49663], [-8.23609, -0.50924, 2.39878], [-8.09174, -0.17177, -1.85471], [-5.59331, 0.09252, -1.73933]],
  "nbo_charge": [1.85, -0.92, 2.29, -1.04, -1.03, 0.63, -0.64, -0.15, -0.16, -0.19, -0.19, -0.21, -0.25, 0.24, 0.22, 0.22, 0.24, -0.61, 0.09, -0.64, -0.62, -0.48, -0.74, 0.21, 0.22, 0.21, 0.22, 0.22, 0.22, 0.22, 0.20, 0.22, 0.36, 0.37, 0.36, -0.45, 0.35, -0.59, -0.22, -0.42, -0.22, -0.58, 0.42, 0.19, 0.21, 0.23, 0.22, 0.19, 0.24, 0.45, -0.81, 0.76, -0.81, -0.14, -0.17, -0.22, 0.09, -0.22, -0.17, 0.52, -0.38, -0.38, 0.24, 0.25, 0.25, 0.24],
  "e_homo_ev": -8.97,
  "energy_ha": -2532.3191,
  "e_above_lowest_kcal_mol": 0.7
}